Entry 1:
A molecular structure, C28H78AsF9N6O8 in a non-equilibrium geometry. Source: the Open Molecules 2025 dataset; level of theory: the ωB97M-V functional and the def2-TZVPD basis.

```
130
Properties=species:S:1:pos:R:3:forces:R:3:lowdin_spin:R:1
C 1.148 7.716 -2.238 0.007 0.271 0.058 0.00
C 1.488 6.849 -3.479 -0.626 1.252 0.758 0.00
C 0.959 5.424 -3.272 1.456 0.582 -2.198 0.00
O 1.310 4.752 -4.519 -1.128 -1.332 1.398 0.00
C 0.954 3.313 -4.407 -0.732 0.747 0.555 0.00
N 0.828 7.482 -4.768 1.764 -0.907 1.033 0.00
H 1.247 7.024 -5.564 -0.270 -0.937 -0.555 0.00
H -0.180 7.430 -4.812 -0.395 0.152 -0.010 0.00
H 1.195 8.414 -4.900 -0.438 0.911 0.384 0.00
H 1.325 7.141 -1.330 0.036 -0.219 -0.080 0.00
H 0.121 8.073 -2.162 -0.284 -0.408 -0.352 0.00
H 1.715 8.637 -2.098 0.401 -0.123 -0.498 0.00
H 2.551 6.929 -3.703 -0.062 -0.384 -0.010 0.00
H -0.085 5.592 -3.010 -0.568 -0.835 -0.434 0.00
H 1.436 4.892 -2.449 0.160 0.315 0.218 0.00
H 1.479 2.770 -3.622 0.717 0.403 0.031 0.00
H 1.034 2.730 -5.324 0.221 0.762 -0.199 0.00
H -0.076 3.283 -4.051 -0.291 -0.083 -0.360 0.00
C -3.281 -6.946 2.340 0.776 -1.444 -0.835 0.00
C -2.686 -6.021 1.225 -1.314 -0.213 1.896 0.00
C -1.086 -5.901 1.182 -2.347 0.459 -1.543 0.00
O -0.922 -4.798 0.296 1.202 0.186 -0.116 0.00
C 0.481 -4.535 0.165 0.493 0.366 -0.417 0.00
N -3.424 -6.332 -0.156 1.652 0.155 1.426 0.00
H -3.679 -7.308 -0.200 -0.235 -0.467 -0.097 0.00
H -4.240 -5.751 -0.285 -0.544 -0.123 0.477 0.00
H -2.825 -6.100 -0.936 0.838 0.037 -0.886 0.00
H -3.474 -6.515 3.323 0.756 0.247 -0.498 0.00
H -2.610 -7.803 2.400 0.072 -0.083 0.571 0.00
H -4.237 -7.429 2.139 -0.242 0.334 -0.728 0.00
H -3.184 -5.094 1.509 0.856 0.674 -0.394 0.00
H -0.571 -6.766 0.765 -0.317 -0.423 -0.038 0.00
H -0.573 -5.666 2.114 -0.779 -0.150 0.552 0.00
H 0.993 -4.566 1.127 -0.186 0.072 0.289 0.00
H 0.671 -3.563 -0.290 -0.458 0.115 0.088 0.00
H 1.014 -5.244 -0.468 -0.332 -0.413 -0.089 0.00
C -2.529 -2.121 -4.022 -0.619 -0.191 -0.605 0.00
C -2.749 -3.391 -3.141 2.495 0.961 -1.106 0.00
C -1.584 -4.405 -3.383 -1.899 -1.146 0.656 0.00
O -1.814 -5.603 -2.537 -1.243 2.336 -0.708 0.00
C -0.863 -6.580 -2.729 2.526 -1.043 0.254 0.00
N -2.940 -2.933 -1.654 -1.642 -1.408 -1.745 0.00
H -3.804 -3.422 -1.466 -0.473 -0.124 0.627 0.00
H -2.318 -3.241 -0.920 1.130 0.300 0.102 0.00
H -3.243 -1.970 -1.677 0.739 0.662 0.457 0.00
H -1.554 -1.662 -4.186 0.310 -0.490 0.905 0.00
H -3.215 -1.319 -3.750 -0.092 0.028 0.277 0.00
H -2.832 -2.343 -5.046 -0.208 -0.399 0.003 0.00
H -3.698 -3.822 -3.461 0.065 -0.155 0.398 0.00
H -0.568 -4.013 -3.336 -0.034 0.147 0.646 0.00
H -1.739 -4.732 -4.411 0.066 0.056 -0.193 0.00
H -1.042 -7.470 -2.126 -0.523 0.086 -0.009 0.00
H 0.101 -6.205 -2.386 0.302 0.087 0.194 0.00
H -0.632 -6.918 -3.739 -0.813 0.176 -0.387 0.00
C 2.034 5.460 1.952 0.920 -0.050 -1.144 0.00
C 3.306 4.603 1.696 -0.397 0.510 -0.975 0.00
C 3.349 3.810 0.358 0.842 -0.741 0.950 0.00
O 4.306 2.723 0.513 -0.605 0.494 0.120 0.00
C 4.388 1.932 -0.674 0.442 -0.336 -1.675 0.00
N 4.651 5.500 1.708 -1.335 -1.397 0.799 0.00
H 4.990 6.084 0.956 -0.761 0.113 -1.167 0.00
H 4.651 6.135 2.494 0.204 -0.076 0.852 0.00
H 5.347 4.772 1.784 0.818 -0.086 0.533 0.00
H 2.141 6.093 2.833 0.141 0.275 -0.295 0.00
H 1.095 4.926 2.102 0.427 -0.701 0.058 0.00
H 1.879 5.984 1.009 -0.169 0.778 0.341 0.00
H 3.385 3.900 2.525 0.775 0.148 0.003 0.00
H 3.698 4.413 -0.480 -0.266 0.299 -0.078 0.00
H 2.368 3.387 0.141 -0.205 0.095 -0.068 0.00
H 4.801 2.427 -1.553 -0.102 1.080 0.133 0.00
H 3.431 1.555 -1.033 -0.290 -0.105 0.508 0.00
H 5.119 1.124 -0.651 -0.219 -0.201 1.218 0.00
C -3.261 3.626 2.570 0.253 -0.740 -0.007 0.00
C -3.045 3.251 1.107 -0.395 -2.117 -1.436 0.00
C -2.452 4.342 0.291 2.113 2.138 -0.737 0.00
O -1.778 4.186 -0.979 -0.670 -1.433 1.521 0.00
C -2.682 3.904 -2.022 -0.023 0.383 -0.628 0.00
N -2.131 1.985 1.026 0.095 1.009 0.948 0.00
H -2.571 1.173 1.435 -0.318 -0.225 0.397 0.00
H -1.848 1.702 0.099 0.383 0.225 -0.799 0.00
H -1.312 2.206 1.575 0.622 -0.290 0.043 0.00
H -3.770 2.817 3.094 -0.343 0.155 -0.045 0.00
H -3.767 4.571 2.766 -0.187 -0.144 -0.444 0.00
H -2.296 3.701 3.071 0.285 0.173 -0.094 0.00
H -3.860 2.800 0.541 -0.931 0.647 0.587 0.00
H -1.609 4.754 0.847 -0.226 0.361 0.544 0.00
H -3.206 5.119 0.162 -0.198 0.091 0.287 0.00
H -3.372 3.091 -1.798 0.020 -0.177 -0.005 0.00
H -2.072 3.653 -2.890 -0.253 -0.070 -0.025 0.00
H -3.259 4.808 -2.216 -0.250 -0.037 -0.253 0.00
C 3.242 -1.922 3.215 -1.973 -1.390 0.535 0.00
C 4.171 -1.039 2.555 2.992 1.631 -1.034 0.00
C 4.992 -1.543 1.320 -1.120 -0.901 1.237 0.00
O 5.979 -0.652 0.876 -1.080 -0.796 -0.016 0.00
C 7.284 -1.141 1.163 1.228 0.177 0.372 0.00
N 3.426 0.239 2.180 0.392 -0.240 -0.358 0.00
H 3.979 0.935 1.703 0.955 0.218 -0.546 0.00
H 2.731 -0.053 1.508 -0.843 0.055 -0.435 0.00
H 3.007 0.772 2.929 -0.358 -0.428 0.660 0.00
H 2.857 -1.394 4.087 -0.069 -0.378 0.293 0.00
H 3.627 -2.900 3.504 0.441 0.309 0.191 0.00
H 2.383 -2.173 2.593 -0.200 0.119 -0.268 0.00
H 4.948 -0.757 3.266 -0.039 0.388 0.088 0.00
H 4.311 -1.956 0.576 -0.083 0.694 -0.761 0.00
H 5.387 -2.474 1.726 0.622 -0.025 0.042 0.00
H 7.407 -1.335 2.228 0.046 0.601 0.282 0.00
H 7.971 -0.385 0.783 0.011 -0.056 0.360 0.00
H 7.606 -2.094 0.744 -0.761 -0.089 -0.798 0.00
As 0.601 -0.135 -1.582 -0.954 -0.179 -0.838 0.00
F 0.358 1.548 -1.093 0.435 -0.360 -0.016 0.00
F -0.865 -0.491 -0.584 0.636 -0.266 -0.238 0.00
F 0.934 -1.831 -1.945 -0.964 1.203 0.204 0.00
F 1.953 0.284 -2.621 -1.055 0.003 1.201 0.00
F 1.524 -0.388 -0.070 0.053 0.422 -0.626 0.00
F -0.622 0.150 -2.872 1.585 -0.548 0.867 0.00
C -4.978 -3.206 4.166 -1.264 2.031 -2.770 0.07
O -4.176 -2.978 2.915 0.664 -1.374 0.746 0.00
O -6.304 -3.081 3.716 2.303 -1.028 1.592 0.86
C -4.503 -4.340 5.151 -0.706 0.004 -0.468 0.02
F -3.485 -4.994 4.550 -0.700 -0.717 0.144 0.01
F -3.888 -3.719 6.168 -1.082 -0.519 0.304 0.00
F -5.530 -5.173 5.529 2.394 1.491 -0.505 0.00
C -2.804 -2.561 3.090 -0.094 1.017 -1.183 0.00
C -2.150 -2.171 1.688 -1.153 -1.006 0.806 0.00
H -1.069 -2.032 1.703 -0.083 0.207 0.424 0.00
H -2.289 -2.994 0.987 -0.094 -0.094 0.180 0.00
H -2.641 -1.303 1.248 0.006 0.144 0.156 0.00
H -2.185 -3.291 3.611 -0.110 -0.016 -0.010 0.00
H -2.854 -1.623 3.643 0.324 -0.018 0.531 0.00
H -4.774 -2.287 4.714 -0.441 0.292 0.522 0.04
```
Positions in Å, forces in eV/Å.

Output
Largest force on an atom in eV/A: 3.7
Net charge: +5
Multiplicity: 2
<S²>: 0.75
Electronic energy in Eh: -5176.70550
Molecular weight in g mol⁻¹: 872.87

=====

Entry 2:
C4H2F2 in the gas phase in a non-equilibrium geometry. Source: the Open Molecules 2025 dataset; level of theory: the ωB97M-V functional and the def2-TZVPD basis.

```
8
Properties=species:S:1:pos:R:3:forces:R:3:lowdin_charge:R:1
C 0.325 1.336 1.729 0.198 0.360 0.787 0.18
C 0.072 0.535 0.791 1.610 -0.625 -0.326 -0.31
C -0.406 0.384 -0.625 -5.084 -1.238 2.204 0.03
C 0.345 -0.713 -0.079 -0.528 1.417 0.433 -0.59
F 1.515 -1.016 -0.559 1.385 0.065 -0.108 0.18
F -0.251 -1.790 0.336 -0.841 -1.436 0.369 0.17
H -1.629 0.175 -0.322 3.333 0.852 -2.207 0.22
H 0.029 1.088 -1.272 -0.072 0.606 -1.151 0.11
```
Positions in Å, forces in eV/Å.

Output
Largest force on an atom in eV/A: 5.7
Electronic energy in Eh: -353.13031
Molecular weight in g mol⁻¹: 88.06
Energy above the lowest of the compared OMol25 structures with the same formula, charge and spin in eV: 3.5488

=====

Entry 3:
C16H16N2O4S in the gas phase in a non-equilibrium geometry. Source: the Open Molecules 2025 dataset; level of theory: the ωB97M-V functional and the def2-TZVPD basis.

```
39
Properties=species:S:1:pos:R:3:forces:R:3:lowdin_charge:R:1
C 1.064 -2.101 3.337 0.049 0.346 -0.184 -0.06
C 1.895 -1.034 2.639 0.051 -0.545 -0.037 -0.20
H 2.120 -1.339 1.613 0.055 0.078 0.121 0.11
H 2.823 -0.839 3.180 -0.098 -0.007 -0.118 0.13
O 1.227 0.225 2.598 0.065 0.274 0.243 0.01
C 0.281 0.375 1.676 -0.378 -0.162 -0.109 -0.46
O -0.115 -0.504 0.948 0.063 0.136 0.304 0.12
C -0.307 1.744 1.714 -0.048 0.095 -0.105 -0.05
C -0.632 2.317 2.939 0.030 0.003 -0.138 -0.01
C -1.306 3.523 2.995 -0.048 0.031 0.059 -0.08
C -1.671 4.164 1.822 -0.026 -0.041 0.024 -0.08
C -1.329 3.619 0.599 0.042 -0.130 -0.002 -0.01
C -0.633 2.416 0.533 0.064 0.063 0.397 -0.16
N -0.251 1.922 -0.720 -0.308 0.271 -0.088 0.12
C 0.932 1.326 -1.013 0.159 0.176 -0.499 -0.54
O 1.826 1.142 -0.216 0.235 0.013 0.129 0.09
C 1.031 0.913 -2.467 -0.206 -0.685 0.070 -0.34
H 0.922 1.776 -3.122 -0.008 -0.017 -0.041 0.09
H 1.983 0.426 -2.668 0.061 0.164 0.106 0.09
S -0.366 -0.198 -2.898 0.397 0.664 -0.393 1.06
C 0.031 -1.589 -1.927 0.141 0.348 -0.186 -0.46
C 1.134 -1.920 -1.172 -0.028 -0.338 0.016 -0.06
C 1.138 -3.144 -0.520 -0.040 0.059 -0.124 -0.07
C 0.042 -3.985 -0.642 0.098 0.120 0.006 -0.05
C -1.030 -3.613 -1.424 0.021 -0.531 0.334 -0.01
N -1.018 -2.438 -2.065 0.538 -0.033 0.303 -0.28
O -1.943 -2.032 -2.833 -1.030 -0.251 -0.439 -0.16
H -1.907 -4.222 -1.570 -0.050 0.095 -0.093 0.14
H 0.016 -4.935 -0.132 -0.046 -0.088 0.012 0.11
H 1.985 -3.434 0.080 0.087 -0.026 0.069 0.11
H 1.961 -1.238 -1.075 0.028 0.127 0.014 0.11
H -0.891 2.088 -1.485 0.095 -0.154 0.143 0.14
H -1.595 4.126 -0.317 0.030 0.068 -0.098 0.11
H -2.214 5.096 1.859 -0.035 0.079 -0.004 0.10
H -1.558 3.957 3.951 -0.026 0.029 0.084 0.10
H -0.365 1.795 3.844 0.043 -0.035 0.077 0.12
H 0.156 -2.293 2.770 -0.041 -0.055 -0.008 0.07
H 0.795 -1.775 4.339 -0.005 -0.019 0.112 0.08
H 1.637 -3.021 3.407 0.066 -0.125 0.042 0.08
```
Positions in Å, forces in eV/Å.

Output
Largest force on an atom in eV/A: 1.1
Electronic energy in Eh: -1427.93549
Molecular weight in g mol⁻¹: 332.38
Energy above the lowest of the compared OMol25 structures with the same formula, charge and spin in eV: 2.1057

=====

Entry 4:
A molecular structure, C5H7N4O in a non-equilibrium geometry. Source: the Open Molecules 2025 dataset; level of theory: the ωB97M-V functional and the def2-TZVPD basis.

```
17
Properties=species:S:1:pos:R:3:forces:R:3:lowdin_charge:R:1
C -2.988 -0.556 0.844 -0.890 1.202 -0.295 -0.02
C -2.838 0.766 0.240 3.469 -3.307 1.298 -0.06
C -1.726 -1.093 0.788 -1.885 -1.637 1.171 -0.12
C 0.882 -0.151 -0.049 -6.279 0.205 0.544 -0.05
C 2.766 0.672 -0.831 3.568 3.327 0.300 -0.14
N -1.544 0.981 -0.075 -1.412 -0.470 -0.665 0.04
N -1.012 -0.229 0.075 6.281 1.052 -0.402 -0.02
N 1.706 -1.140 -0.004 1.872 -0.411 -0.120 0.16
N 1.374 0.952 -0.524 0.210 -0.475 -0.444 0.16
O 2.987 -0.687 -0.480 -0.949 0.030 0.151 0.00
H -3.934 -1.018 1.243 1.418 0.565 -0.559 0.13
H -3.522 1.481 0.076 -2.249 2.415 -0.461 0.07
H -1.492 -2.072 1.197 0.644 0.303 -0.535 0.13
H 3.092 0.917 -1.858 -0.912 -0.783 -0.043 0.14
H 3.531 1.421 -0.269 -1.901 -1.906 -0.390 0.18
H 1.885 -1.927 0.610 -0.802 0.069 0.074 0.20
H 0.833 1.683 -0.984 -0.181 -0.179 0.375 0.18
```
Positions in Å, forces in eV/Å.

Output
Largest force on an atom in eV/A: 6.4
Net charge: +1
Electronic energy in Eh: -488.53442
Molecular weight in g mol⁻¹: 139.14
Energy above the lowest of the compared OMol25 structures with the same formula, charge and spin in eV: 5.9156

=====

Question: Which value of molecular weight does entry 4 give?
Answer: 139.14 g mol⁻¹

=====

Question: Among the records above, which one has the highest largest force on an atom?
Answer: C5H7N4O

=====

Question: Look up the largest force on an atom of the first one.
Answer: 3.7 eV/A

=====

Question: What is the molecular weight in the fourth record?
Answer: 139.14 g mol⁻¹